Molecular formula: C23H45Br2Cl3O5
Method: DFT, wB97M-V/def2-TZVPD

CARTESIAN COORDINATES (ANGSTROEM)
1 Cl -27.566 -16.539 -15.998
2 C -27.229 -14.897 -15.377
3 Cl -25.670 -14.338 -16.005
4 Cl -27.182 -14.963 -13.607
5 H -28.017 -14.233 -15.707
6 C -24.355 -9.039 -10.338
7 C -23.633 -9.784 -9.226
8 C -23.307 -8.694 -8.226
9 O -24.447 -7.841 -8.261
10 C -24.857 -7.762 -9.615
11 H -25.210 -9.534 -10.803
12 H -23.769 -8.780 -11.223
13 H -22.798 -10.311 -9.690
14 H -24.294 -10.482 -8.709
15 H -22.403 -8.126 -8.488
16 H -23.151 -9.076 -7.218
17 H -24.417 -6.895 -10.121
18 H -25.938 -7.641 -9.678
19 C -26.955 -9.990 -17.433
20 C -28.007 -10.751 -18.199
21 C -28.814 -11.387 -17.092
22 O -27.863 -11.701 -16.076
23 C -26.638 -10.938 -16.277
24 H -27.297 -9.060 -16.966
25 H -26.055 -9.702 -17.978
26 H -27.517 -11.512 -18.814
27 H -28.511 -10.074 -18.890
28 H -29.241 -12.327 -17.451
29 H -29.594 -10.718 -16.715
30 H -25.902 -11.675 -16.615
31 H -26.433 -10.470 -15.316
32 C -23.279 -13.658 -12.815
33 C -22.043 -14.485 -13.091
34 C -21.614 -14.911 -11.678
35 O -22.843 -14.935 -10.936
36 C -23.947 -14.503 -11.730
37 H -23.884 -13.679 -13.732
38 H -23.152 -12.605 -12.579
39 H -21.308 -13.811 -13.553
40 H -22.089 -15.333 -13.771
41 H -20.942 -14.160 -11.254
42 H -21.202 -15.918 -11.610
43 H -24.576 -13.892 -11.079
44 H -24.571 -15.296 -12.151
45 C -31.587 -5.907 -10.349
46 C -30.576 -7.011 -10.092
47 C -30.516 -7.829 -11.393
48 O -31.150 -7.012 -12.372
49 C -31.485 -5.728 -11.859
50 H -31.346 -5.047 -9.724
51 H -32.609 -6.182 -10.069
52 H -30.699 -7.614 -9.193
53 H -29.603 -6.522 -9.956
54 H -31.127 -8.725 -11.268
55 H -29.489 -8.115 -11.622
56 H -32.413 -5.410 -12.325
57 H -30.691 -5.008 -12.087
58 C -27.620 -10.858 -6.868
59 C -28.883 -11.714 -6.887
60 C -29.963 -10.748 -7.364
61 O -29.332 -9.556 -7.758
62 C -27.914 -9.690 -7.810
63 H -26.676 -11.392 -6.972
64 H -27.505 -10.372 -5.891
65 H -29.018 -12.150 -5.897
66 H -28.822 -12.563 -7.572
67 H -30.724 -10.521 -6.607
68 H -30.548 -11.204 -8.176
69 H -27.406 -8.805 -7.433
70 H -27.638 -9.910 -8.846
71 Br -26.404 -11.934 -10.597
72 C -28.140 -12.282 -11.421
73 C -28.308 -11.367 -12.596
74 Br -30.171 -11.654 -13.204
75 H -28.908 -12.045 -10.691
76 H -28.069 -13.319 -11.709
77 H -27.617 -11.601 -13.405
78 H -28.204 -10.300 -12.424

Its HOMO-LUMO gap is 9.79 eV. For the energy relative to the best compared isomer or geometry (same formula, charge and spin), the calculation gives 17.07 kcal per mole. The HOMO energy is -9.3398 eV. Its SMILES is ClC(Cl)Cl.C1CCOC1.C1CCOC1.C1CCOC1.C1CCOC1.C1CCOC1.BrCCBr.

---

Molecular formula: C23H45Cl26FNO4Si
Method: DFT, wB97M-V/def2-TZVPD

CARTESIAN COORDINATES (ANGSTROEM)
1 C 3.291 -3.304 0.172
2 C 2.564 -2.017 0.564
3 O 1.194 -2.143 0.254
4 C 0.322 -1.558 1.199
5 N -0.971 -2.243 1.116
6 C -2.168 -1.453 0.777
7 C -2.451 -0.357 1.834
8 C -2.200 1.050 1.451
9 O -1.225 1.673 1.683
10 F -3.225 1.699 0.882
11 C -2.205 -0.930 -0.687
12 O -3.237 -0.262 -0.980
13 O -1.246 -1.272 -1.425
14 Si -3.627 -2.697 0.898
15 C -5.233 -1.933 0.333
16 C -3.840 -3.122 2.738
17 C -3.207 -4.297 0.025
18 H 3.608 -3.879 1.038
19 H 2.589 -3.920 -0.382
20 H 4.133 -3.098 -0.480
21 H 2.991 -1.206 -0.033
22 H 2.725 -1.766 1.613
23 H 0.731 -1.715 2.202
24 H 0.253 -0.478 1.040
25 H -0.845 -2.883 0.340
26 H -3.507 -0.396 2.104
27 H -1.879 -0.526 2.740
28 H -5.288 -1.895 -0.749
29 H -5.332 -0.935 0.747
30 H -6.061 -2.548 0.691
31 H -3.087 -3.827 3.073
32 H -3.847 -2.228 3.357
33 H -4.839 -3.547 2.842
34 H -3.909 -5.102 0.216
35 H -3.047 -4.100 -1.027
36 H -2.246 -4.624 0.425
37 C -5.057 2.090 -1.492
38 Cl -6.553 1.389 -0.863
39 Cl -5.351 3.122 -2.910
40 H -4.614 2.697 -0.715
41 H -4.387 1.278 -1.765
42 C 0.211 5.644 0.713
43 Cl 0.043 6.869 1.987
44 Cl 1.084 6.287 -0.686
45 H 0.769 4.804 1.112
46 H -0.776 5.333 0.395
47 C 6.664 -3.610 -2.873
48 Cl 5.084 -4.299 -3.216
49 Cl 6.658 -2.651 -1.380
50 H 7.380 -4.414 -2.761
51 H 6.947 -2.962 -3.695
52 C -2.274 4.476 3.463
53 Cl -2.739 3.448 4.830
54 Cl -3.355 5.859 3.265
55 H -1.266 4.833 3.627
56 H -2.326 3.888 2.555
57 C -3.830 -5.717 -3.903
58 Cl -2.231 -6.228 -3.334
59 Cl -4.627 -4.620 -2.781
60 H -3.710 -5.210 -4.853
61 H -4.449 -6.598 -4.020
62 C 9.240 -1.167 0.679
63 Cl 10.689 -1.274 -0.332
64 Cl 9.051 0.440 1.390
65 H 8.378 -1.380 0.061
66 H 9.326 -1.893 1.478
67 C 4.031 5.284 2.207
68 Cl 5.380 4.404 1.475
69 Cl 2.662 4.227 2.560
70 H 4.374 5.731 3.132
71 H 3.703 6.051 1.514
72 C -8.646 -4.610 -4.299
73 Cl -7.845 -3.762 -2.982
74 Cl -7.662 -5.938 -4.946
75 H -9.576 -5.026 -3.932
76 H -8.834 -3.906 -5.100
77 C 5.787 -4.628 -7.091
78 Cl 5.279 -3.151 -6.273
79 Cl 7.023 -5.517 -6.184
80 H 4.923 -5.269 -7.214
81 H 6.204 -4.362 -8.055
82 C 0.336 -0.061 5.759
83 Cl -0.760 1.244 5.298
84 Cl 0.366 -1.371 4.563
85 H 1.332 0.358 5.835
86 H 0.024 -0.473 6.712
87 C 11.950 2.040 -2.111
88 Cl 13.441 1.306 -2.721
89 Cl 11.094 2.928 -3.377
90 H 11.303 1.255 -1.739
91 H 12.203 2.728 -1.315
92 C -0.851 9.436 -1.428
93 Cl -1.023 10.631 -0.134
94 Cl 0.011 10.095 -2.825
95 H -0.292 8.592 -1.046
96 H -1.840 9.129 -1.747
97 C -6.948 4.921 4.102
98 Cl -7.866 5.275 5.576
99 Cl -7.523 3.455 3.304
100 H -7.058 5.754 3.419
101 H -5.907 4.786 4.367

Its HOMO-LUMO gap is 6.52 eV. For the energy relative to the best compared isomer or geometry (same formula, charge and spin), the calculation gives 0.00 kcal per mole. Its charge is -1. The HOMO energy is -4.9080 eV.

---

Molecular formula: C23H46Br4FKO13S3Zn
Method: DFT, wB97M-V/def2-TZVPD

CARTESIAN COORDINATES (ANGSTROEM)
1 Zn -13.387 3.161 17.732
2 K -10.128 4.304 15.833
3 C -10.000 0.413 16.459
4 C -11.171 0.852 17.236
5 O -11.789 2.080 16.881
6 H -9.209 1.157 16.555
7 H -10.252 0.456 15.400
8 H -9.705 -0.595 16.751
9 H -10.809 0.996 18.254
10 H -11.889 0.074 17.498
11 C -11.452 3.226 21.169
12 C -12.603 2.494 20.664
13 O -13.601 3.283 19.891
14 H -11.849 4.017 21.804
15 H -10.798 3.749 20.470
16 H -10.797 2.614 21.790
17 H -13.180 2.239 21.552
18 H -12.279 1.638 20.070
19 F -12.488 4.947 17.311
20 Br -8.536 0.617 20.383
21 C -8.088 2.147 18.996
22 C -7.354 3.260 19.736
23 Br -5.551 2.447 20.051
24 H -8.973 2.500 18.466
25 H -7.528 1.765 18.142
26 H -7.821 3.755 20.587
27 H -7.265 4.039 18.978
28 Br -13.480 -0.718 14.666
29 C -12.472 0.378 13.397
30 C -13.023 1.799 13.425
31 Br -14.670 1.998 12.365
32 H -12.415 -0.161 12.451
33 H -11.462 0.255 13.788
34 H -12.322 2.526 13.014
35 H -13.302 2.164 14.413
36 O -4.794 3.051 16.077
37 S -5.783 2.392 15.295
38 O -7.217 2.275 15.655
39 O -5.723 3.320 13.885
40 C -4.543 3.270 13.003
41 C -4.443 4.592 12.184
42 C -5.136 0.728 14.815
43 H -4.522 2.439 12.298
44 H -3.641 3.356 13.608
45 H -5.331 4.775 11.579
46 H -3.649 4.555 11.437
47 H -4.400 5.409 12.903
48 H -5.253 0.524 13.750
49 H -5.572 -0.135 15.319
50 H -4.069 0.706 15.036
51 O -16.302 -0.117 16.874
52 S -15.477 0.053 18.036
53 O -14.711 1.306 18.081
54 O -16.460 -0.069 19.310
55 C -15.990 0.534 20.561
56 C -16.800 -0.029 21.736
57 C -14.463 -1.518 18.295
58 H -16.366 1.544 20.397
59 H -14.926 0.527 20.797
60 H -16.813 0.790 22.455
61 H -16.560 -0.976 22.218
62 H -17.861 -0.033 21.486
63 H -14.007 -1.504 19.285
64 H -13.629 -1.479 17.595
65 H -15.155 -2.357 18.372
66 O -1.958 -1.548 19.080
67 S -3.250 -1.124 19.636
68 O -3.367 0.174 20.288
69 O -4.350 -1.127 18.315
70 C -5.633 -0.597 18.454
71 C -6.451 -1.326 17.477
72 C -4.093 -2.379 20.570
73 H -5.646 0.471 18.239
74 H -6.086 -0.714 19.438
75 H -7.260 -1.799 18.033
76 H -5.936 -1.904 16.709
77 H -6.901 -0.600 16.799
78 H -3.421 -2.564 21.408
79 H -4.405 -3.258 20.005
80 H -5.061 -1.922 20.775
81 C -10.820 -2.726 14.005
82 C -11.261 -3.759 14.774
83 C -10.531 -4.180 15.981
84 O -10.870 -5.009 16.811
85 C -9.188 -3.595 16.039
86 C -8.713 -2.770 15.075
87 C -9.515 -2.017 14.141
88 O -9.155 -1.084 13.506
89 H -11.358 -2.412 13.123
90 H -12.226 -4.196 14.565
91 H -8.459 -4.071 16.677
92 H -7.648 -2.598 15.140

Its HOMO-LUMO gap is 5.18 eV. For the energy relative to the best compared isomer or geometry (same formula, charge and spin), the calculation gives 59.13 kcal per mole. The HOMO energy is -7.2884 eV.

---

Molecular formula: C23H46Br6NO5S
Method: DFT, wB97M-V/def2-TZVPD

CARTESIAN COORDINATES (ANGSTROEM)
1 C -3.740 -0.472 0.514
2 O -4.552 -0.691 -0.694
3 C -3.786 -1.332 -1.775
4 C -2.733 -0.292 -2.530
5 C -1.446 -1.182 -3.042
6 C -0.009 -0.723 -2.318
7 C 0.208 0.857 -2.785
8 C 1.644 1.497 -2.320
9 C 1.378 2.338 -0.939
10 C 1.734 3.964 -1.069
11 S 1.927 4.552 0.739
12 O 3.096 3.782 1.467
13 O 0.612 4.058 1.457
14 O 2.171 6.234 0.872
15 C -0.229 -0.929 -0.716
16 C 0.954 -1.702 0.092
17 C 0.207 -2.698 1.196
18 C 1.767 -0.575 1.024
19 N 2.006 -2.384 -0.740
20 O 2.565 -3.331 0.040
21 C 1.491 -2.928 -2.049
22 C 2.790 -3.703 -2.763
23 C 0.309 -4.054 -1.933
24 C 1.150 -1.646 -3.010
25 H -3.137 -1.410 0.876
26 H -3.027 0.457 0.371
27 H -4.488 -0.177 1.395
28 H -4.500 -1.858 -2.566
29 H -3.141 -2.209 -1.307
30 H -2.470 0.553 -1.763
31 H -3.335 0.220 -3.404
32 H -1.662 -2.329 -2.909
33 H -1.305 -1.000 -4.199
34 H 0.042 0.850 -3.967
35 H -0.642 1.577 -2.368
36 H 2.495 0.721 -2.115
37 H 1.994 2.218 -3.205
38 H 0.284 2.282 -0.525
39 H 2.166 1.926 -0.143
40 H 2.808 4.123 -1.560
41 H 0.924 4.567 -1.660
42 H 2.518 6.358 1.824
43 H -1.253 -1.474 -0.475
44 H -0.335 0.159 -0.239
45 H 0.867 -2.731 2.190
46 H -0.826 -2.216 1.531
47 H 0.116 -3.808 0.839
48 H 2.330 -1.137 1.914
49 H 1.061 0.238 1.480
50 H 2.623 -0.151 0.335
51 H 3.123 -4.659 -2.137
52 H 3.669 -2.898 -2.825
53 H 2.577 -4.032 -3.865
54 H -0.648 -3.599 -1.433
55 H 0.095 -4.618 -2.952
56 H 0.712 -4.891 -1.191
57 H 2.145 -1.091 -3.277
58 H 0.703 -2.033 -4.046
59 Br -1.198 -1.286 3.851
60 C -1.199 0.633 3.501
61 C -2.070 1.369 4.492
62 Br -3.961 1.156 4.064
63 H -1.513 0.768 2.463
64 H -0.154 0.940 3.603
65 H -1.887 2.446 4.442
66 H -1.936 1.031 5.524
67 Br -4.033 4.818 3.470
68 C -5.711 5.605 2.863
69 C -6.891 4.747 3.256
70 Br -7.049 3.189 2.094
71 H -5.623 5.753 1.784
72 H -5.763 6.580 3.357
73 H -7.828 5.295 3.124
74 H -6.835 4.375 4.283
75 Br 7.401 -4.869 1.599
76 C 7.043 -2.973 1.312
77 C 5.793 -2.771 0.488
78 Br 6.127 -3.129 -1.400
79 H 7.939 -2.545 0.854
80 H 6.917 -2.554 2.314
81 H 5.471 -1.727 0.526
82 H 4.963 -3.414 0.793

Its HOMO-LUMO gap (spin up / spin down) is 9.10 / 9.16 eV. The spin multiplicity is 2. For the energy relative to the best compared isomer or geometry (same formula, charge and spin), the calculation gives 221.94 kcal per mole. The HOMO energy (spin up / spin down) is -9.2104 / -9.6898 eV.

---

Molecular formula: C23H46Br6O7
Method: DFT, wB97M-V/def2-TZVPD

CARTESIAN COORDINATES (ANGSTROEM)
1 C -2.393 3.076 4.853
2 C -1.767 3.088 3.502
3 O -2.046 4.333 2.808
4 C -1.277 5.412 3.104
5 C -1.587 6.531 2.137
6 O -0.443 5.433 3.990
7 H -1.838 3.695 5.559
8 H -2.369 2.074 5.294
9 H -3.416 3.438 4.787
10 H -0.684 2.951 3.543
11 H -2.170 2.283 2.889
12 H -2.540 6.992 2.392
13 H -1.640 6.098 1.142
14 H -0.819 7.294 2.188
15 C 3.983 0.536 -2.060
16 C 3.124 1.751 -2.339
17 O 2.850 1.830 -3.750
18 C 1.586 1.620 -4.161
19 C 1.438 1.900 -5.615
20 O 0.662 1.282 -3.445
21 H 3.404 -0.380 -2.142
22 H 4.332 0.585 -1.023
23 H 4.849 0.548 -2.719
24 H 2.223 1.771 -1.741
25 H 3.672 2.674 -2.169
26 H 0.467 1.625 -6.012
27 H 2.192 1.363 -6.200
28 H 1.580 2.967 -5.805
29 C 3.565 -3.343 0.495
30 C 4.341 -4.521 1.017
31 C 5.636 -4.875 0.311
32 O 3.916 -5.167 1.926
33 H 3.590 -3.289 -0.590
34 H 4.034 -2.453 0.935
35 H 2.570 -3.377 0.920
36 H 6.226 -3.970 0.147
37 H 5.379 -5.310 -0.659
38 H 6.204 -5.596 0.885
39 C -1.647 -5.817 -0.472
40 C -1.055 -4.923 0.599
41 C -0.013 -5.513 1.520
42 O -1.452 -3.803 0.722
43 H -0.874 -6.386 -0.988
44 H -2.122 -5.172 -1.210
45 H -2.383 -6.480 -0.019
46 H -0.431 -5.622 2.519
47 H 0.835 -4.824 1.596
48 H 0.396 -6.441 1.131
49 C -6.361 -1.354 0.218
50 C -5.786 -2.672 -0.099
51 C -4.422 -2.683 -0.773
52 O -6.378 -3.677 0.158
53 H -5.679 -0.723 0.807
54 H -7.268 -1.445 0.816
55 H -6.570 -0.767 -0.682
56 H -4.017 -1.672 -0.743
57 H -4.526 -3.066 -1.786
58 H -3.764 -3.315 -0.175
59 Br 3.669 7.614 1.800
60 C 2.234 6.323 2.065
61 C 2.764 4.992 1.712
62 Br 1.354 3.671 1.866
63 H 1.446 6.627 1.390
64 H 1.885 6.384 3.088
65 H 3.619 4.653 2.285
66 H 3.089 4.964 0.677
67 Br 1.558 -0.562 1.562
68 C -0.286 -0.552 0.972
69 C -0.587 0.666 0.160
70 Br -2.488 0.819 -0.032
71 H -0.914 -0.736 1.832
72 H -0.380 -1.423 0.325
73 H -0.100 0.652 -0.811
74 H -0.263 1.589 0.642
75 Br -3.331 -0.607 -4.020
76 C -1.728 -0.882 -2.981
77 C -0.722 -1.633 -3.809
78 Br 0.768 -2.077 -2.669
79 H -2.005 -1.443 -2.094
80 H -1.355 0.079 -2.664
81 H -0.363 -1.080 -4.667
82 H -1.180 -2.553 -4.162

Its HOMO-LUMO gap is 9.60 eV. The HOMO energy is -9.3040 eV. Its SMILES is CCOC(C)=O.CCOC(C)=O.CC(C)=O.CC(C)=O.CC(C)=O.BrCCBr.BrCCBr.BrCCBr.

---

| no. | electronic energy (eV) |
| --- | --- |
| 1 | -212467.737 |
| 2 | -370442.142 |
| 3 | -431344.664 |
| 4 | -467403.462 |
| 5 | -459185.662 |